No. 1
ORCA calculation (wB97M-V/def2-TZVPD) on a molecular structure, C8H5Cl3LiN3O2.

Geometry as ORCA input:
```
! wB97M-V def2-TZVPD RIJCOSX def2/J DEFGRID3
* xyz 0 1
H 4.35059 -1.32363 -0.56398
C -2.75795 3.51711 1.20763
C 0.69542 -2.52385 -0.92181
H -0.32972 -2.84793 -1.01384
H 3.81360 -3.22789 -2.04531
O -2.05887 -0.54435 1.26010
Cl -3.83230 5.89356 1.56234
C 3.32779 -1.66157 -0.66601
N -1.19757 -1.20661 0.58730
N -2.16791 2.72490 1.78347
C 3.02529 -2.72919 -1.49570
C 1.70981 -3.15485 -1.62016
C 1.00884 -1.45321 -0.08791
Cl -2.52901 5.06728 -0.90307
Li -1.19616 0.80095 2.04103
N -0.00235 -0.76793 0.65826
C 2.32187 -1.01992 0.04025
H 2.53120 -0.18601 0.69139
Cl -5.02768 3.82049 -0.09027
O 0.34503 0.28160 1.37033
H 1.47575 -3.98750 -2.27055
C -3.50566 4.52856 0.47652
*
```

As for the HOMO-LUMO gap: 7.88 eV. The value obtained for the LUMO energy is -0.10 eV. The calculation puts the HOMO energy at -7.976 eV.

=====

No. 2
ORCA calculation (wB97M-V/def2-TZVPD) on a gas-phase ion, C4H11NS (charge +1).

Geometry as ORCA input:
```
! wB97M-V def2-TZVPD RIJCOSX def2/J DEFGRID3
* xyz 1 2
H 0.57615 1.44044 0.30092
H -0.87088 0.46427 2.17436
H -1.71285 -0.18719 -0.74386
H 1.44174 -2.05491 -1.91921
H -0.73921 -1.09436 1.44176
C 0.83275 -1.17210 -1.59711
H 0.57953 -0.50854 -2.41668
S 1.60916 -0.79586 -0.08928
C -1.78984 0.38251 0.17181
C -0.73410 -0.02578 1.20238
H -2.12966 2.26233 0.73870
H 1.31276 0.56995 1.65628
H -0.09254 -1.72119 -1.38052
H -1.15480 2.07476 -0.71588
C 0.65471 0.46775 0.77923
H -2.77682 0.04156 0.53282
N -1.95280 1.82060 -0.15453
*
```

As for the HOMO-LUMO gap (alpha / beta): 10.45 / 5.00 eV. The value obtained for the LUMO energy (alpha / beta) is -3.02 / -8.35 eV. The calculation puts the HOMO energy (alpha / beta) at -13.471 / -13.354 eV.

=====

The following strongest force on any atom values (in eV Å⁻¹) correspond, in order, to the records above: 0.941, 2.727.